*w*
Molecular formula: C2H10N2S2
Method: DFT, ωB97M-V/def2-TZVPD

Structure (XYZ):
```
16
Properties=species:S:1:pos:R:3
C -1.43 2.56 -1.46
S -2.20 0.95 -1.89
S -2.05 0.07 -0.07
H -2.15 3.21 -0.96
H -0.67 2.38 -0.71
H -0.81 3.04 -2.23
H -3.35 0.08 0.38
N 2.62 -1.52 0.27
C 1.15 -1.20 0.24
N 0.49 -1.89 1.34
H 3.06 -0.65 0.56
H 2.76 -2.20 1.01
H 0.85 -1.56 -0.73
H 1.04 -0.12 0.41
H -0.38 -1.45 1.64
H 1.05 -1.70 2.17
```

Values from the calculation:
- E_HOMO (eV) = -9.10
- Kohn-Sham gap (eV) = 9.53
- structure (SMILES) = CSS.NCN
- 2S+1 = 1

***

*x*
Molecular formula: C2H10N2S2
Method: DFT, ωB97M-V/def2-TZVPD

Structure (XYZ):
```
16
Properties=species:S:1:pos:R:3
C -1.37 -0.66 2.11
S -2.82 -0.42 1.06
S -2.19 1.11 -0.33
H -1.73 -0.68 3.14
H -0.60 0.10 2.15
H -0.99 -1.65 1.88
H -1.02 1.06 0.30
N 0.99 1.23 -1.73
C 1.66 0.26 -0.89
N 0.84 -0.97 -0.86
H 0.79 2.14 -1.36
H 0.14 0.86 -2.13
H 2.68 0.04 -1.22
H 1.65 0.60 0.15
H 1.33 -1.76 -0.46
H 0.64 -1.26 -1.81
```

Values from the calculation:
- E_HOMO (eV) = -8.00
- Kohn-Sham gap (eV) = 8.35
- structure (SMILES) = CSS.NCN
- 2S+1 = 1

***

*y*
Molecular formula: C2H10N2S2
Method: DFT, ωB97M-V/def2-TZVPD

Structure (XYZ):
```
16
Properties=species:S:1:pos:R:3
C 1.95 1.42 0.71
S 3.24 0.88 -0.46
S 2.43 0.89 -2.30
H 2.21 2.41 1.02
H 1.97 0.75 1.55
H 0.96 1.44 0.26
H 1.99 -0.37 -2.48
N -1.62 -1.26 1.25
C -1.20 -1.06 -0.14
N -2.02 -0.07 -0.83
H -2.51 -0.89 1.55
H -1.45 -2.17 1.64
H -0.20 -0.65 -0.08
H -1.16 -2.03 -0.64
H -2.96 -0.12 -0.46
H -1.64 0.84 -0.59
```

Values from the calculation:
- E_HOMO (eV) = -8.96
- Kohn-Sham gap (eV) = 9.69
- structure (SMILES) = CSS.NCN
- 2S+1 = 1

***

*z*
Molecular formula: C2H10N2S2
Method: DFT, ωB97M-V/def2-TZVPD

Structure (XYZ):
```
16
Properties=species:S:1:pos:R:3
C -1.77 -0.39 -1.37
S -0.08 0.09 -1.87
S 0.16 1.90 -0.91
H -1.73 -1.24 -0.69
H -2.38 -0.64 -2.22
H -2.19 0.47 -0.85
H -0.60 2.66 -1.71
N 1.68 -1.48 1.89
C 0.39 -1.51 2.49
N -0.45 -0.29 2.37
H 1.67 -1.09 0.96
H 2.33 -0.98 2.48
H -0.24 -2.30 2.07
H 0.52 -1.71 3.54
H -0.59 -0.15 1.38
H 0.04 0.51 2.76
```

Values from the calculation:
- E_HOMO (eV) = -8.90
- Kohn-Sham gap (eV) = 9.27
- structure (SMILES) = CSS.NCN
- 2S+1 = 1

***

Most stable: *z*. Least stable: *x*.

***

*w*
Molecular formula: C5H14S
Method: DFT, ωB97M-V/def2-TZVPD

Structure (XYZ):
```
20
Properties=species:S:1:pos:R:3
C -2.01 -2.07 0.39
C -1.76 -3.57 0.65
C -3.15 -1.80 -0.80
H -0.96 -1.69 0.18
H -2.24 -1.62 1.44
H -1.05 -3.64 1.52
H -2.59 -4.26 0.81
H -2.98 -0.79 -1.16
H -3.98 -2.08 -0.38
H -1.15 -4.07 -0.09
H -2.90 -2.77 -1.50
C 3.12 1.43 0.34
C 0.35 2.27 0.46
S 1.75 2.04 -0.68
H 4.08 1.78 -0.08
H 3.14 1.64 1.36
H 3.46 0.48 0.36
H 0.47 1.66 1.36
H -0.66 1.90 0.06
H 0.09 3.33 0.72
```

Values from the calculation:
- E_HOMO (eV) = -8.54
- Kohn-Sham gap (eV) = 9.44
- structure (SMILES) = CCC.CSC
- 2S+1 = 1

***

*x*
Molecular formula: C5H14S
Method: DFT, ωB97M-V/def2-TZVPD

Structure (XYZ):
```
20
Properties=species:S:1:pos:R:3
C -0.62 0.27 -0.89
C -0.73 -1.15 -1.39
S 0.23 -1.13 -3.06
H 0.45 0.50 -0.79
H -1.11 0.99 -1.58
H -1.07 0.38 0.06
H -1.71 -1.51 -1.71
H -0.42 -2.08 -0.81
H 0.51 0.18 -3.08
C 1.36 0.85 1.92
C 0.21 0.41 2.85
C -0.67 1.50 3.38
H 0.86 1.58 1.18
H 2.20 1.47 2.35
H 1.91 -0.01 1.36
H -0.49 -0.26 2.32
H 0.66 -0.10 3.73
H -1.76 1.38 3.33
H -0.58 2.57 2.96
H -0.48 1.62 4.51
```

Values from the calculation:
- E_HOMO (eV) = -8.94
- Kohn-Sham gap (eV) = 9.92
- structure (SMILES) = CCC.CCS
- 2S+1 = 1

***

*y*
Molecular formula: C5H14S
Method: DFT, ωB97M-V/def2-TZVPD

Structure (XYZ):
```
20
Properties=species:S:1:pos:R:3
C -1.78 -0.57 -1.75
C -0.91 -1.85 -1.27
S -0.65 -1.93 0.58
H -1.20 0.24 -1.33
H -1.88 -0.40 -2.84
H -2.88 -0.55 -1.51
H 0.05 -1.83 -1.77
H -1.56 -2.75 -1.48
H 0.43 -2.59 0.88
C 2.22 1.15 0.31
C 1.11 1.87 1.15
C 0.56 3.15 0.59
H 3.11 1.75 0.14
H 2.31 0.21 0.81
H 1.76 0.73 -0.72
H 0.37 1.08 1.20
H 1.45 1.98 2.15
H 0.03 3.76 1.27
H -0.13 2.98 -0.30
H 1.35 3.80 0.13
```

Values from the calculation:
- E_HOMO (eV) = -9.08
- Kohn-Sham gap (eV) = 9.94
- structure (SMILES) = CCC.CCS
- 2S+1 = 1

***

Most stable: *x*. Least stable: *w*.

***

*w*
Molecular formula: C5H14S
Method: DFT, ωB97M-V/def2-TZVPD

Structure (XYZ):
```
20
Properties=species:S:1:pos:R:3
C -0.18 2.37 1.63
C 0.92 2.33 0.63
H 0.05 3.08 2.32
H -1.21 2.48 1.17
H -0.25 1.37 2.07
H 1.61 3.22 0.71
H 0.38 2.24 -0.32
H 1.54 1.43 0.51
C -1.34 -2.11 -0.31
C -0.29 -1.50 0.73
C 0.71 -1.26 -2.37
S -0.98 -1.74 -2.19
H -1.34 -3.11 -0.55
H -2.26 -1.54 0.07
H -0.90 -1.35 1.65
H -0.29 -0.42 0.59
H 0.72 -0.64 -3.29
H 1.18 -0.67 -1.47
H 1.24 -2.13 -2.65
H 0.71 -2.04 1.07
```

Values from the calculation:
- E_HOMO (eV) = -8.27
- Kohn-Sham gap (eV) = 9.17
- structure (SMILES) = CCSC.CC
- 2S+1 = 1

***

*x*
Molecular formula: C5H14S
Method: DFT, ωB97M-V/def2-TZVPD

Structure (XYZ):
```
20
Properties=species:S:1:pos:R:3
C -0.88 -1.60 2.00
S -2.50 -1.30 2.73
C -2.41 0.51 2.73
H -0.13 -1.24 2.72
H -0.62 -2.63 1.78
H -0.76 -0.97 1.11
H -3.28 0.84 3.29
H -2.43 0.90 1.71
H -1.52 0.83 3.27
C 0.30 0.61 -1.19
C 1.10 0.57 -2.47
C 2.55 0.16 -2.28
H 0.68 1.26 -0.41
H -0.73 0.94 -1.37
H 0.17 -0.42 -0.82
H 0.63 -0.10 -3.18
H 1.04 1.52 -3.01
H 3.12 0.23 -3.21
H 2.62 -0.87 -1.89
H 3.05 0.77 -1.52
```

Values from the calculation:
- E_HOMO (eV) = -8.47
- Kohn-Sham gap (eV) = 9.44
- structure (SMILES) = CCC.CSC
- 2S+1 = 1

***

Most stable: *x*. Least stable: *w*.

***

*w*
Molecular formula: C11H12NO2
Method: DFT, ωB97M-V/def2-TZVPD

Structure (XYZ):
```
26
Properties=species:S:1:pos:R:3
C -3.13 1.39 -4.11
C -2.74 0.85 -2.55
O -1.70 0.20 -2.58
O -3.47 1.21 -1.62
H -3.36 0.49 -4.59
H -2.28 2.00 -4.32
H -4.03 2.04 -3.99
C -1.18 0.03 2.67
C -0.80 -0.68 0.28
C -0.29 -0.24 1.50
C 1.51 -0.84 0.09
C 1.11 -0.44 1.44
C 2.86 -0.75 -0.15
C 2.03 -0.41 2.49
C 3.79 -0.42 0.89
C 3.39 -0.39 2.24
N 0.33 -0.94 -0.61
H -1.86 -0.77 -0.02
H 0.21 -1.04 -1.62
H -2.03 -0.75 2.60
H -1.68 1.00 2.50
H 3.33 -1.00 -1.10
H 1.60 -0.29 3.49
H 4.85 -0.32 0.61
H 4.09 -0.26 3.01
H -0.54 0.32 3.44
```

Values from the calculation:
- charge = -1
- E_HOMO (eV) = -4.00
- Kohn-Sham gap (eV) = 7.29
- 2S+1 = 1

***

*x*
Molecular formula: C11H12NO2
Method: DFT, ωB97M-V/def2-TZVPD

Structure (XYZ):
```
26
Properties=species:S:1:pos:R:3
C -3.61 0.72 -0.89
C -0.15 0.48 0.56
C -1.53 0.34 0.70
C -2.19 0.37 -0.65
C -1.14 0.70 -1.54
C 0.80 0.51 1.69
C 0.27 0.19 2.90
C -1.15 -0.01 3.05
C -2.05 0.28 2.03
N 0.07 0.81 -0.88
H 1.84 0.63 1.49
H 0.94 -0.09 3.77
H 1.06 0.76 -1.36
H -1.68 -0.22 3.95
H -1.41 0.90 -2.57
H -3.08 0.32 2.09
H -3.56 1.91 -0.81
H -4.44 0.44 -0.20
H -3.89 0.69 -1.85
C 1.57 -1.96 -1.20
C 2.65 -0.90 -1.44
O 3.75 -1.36 -1.38
O 2.38 0.29 -1.89
H 0.74 -1.73 -0.50
H 1.89 -2.80 -0.71
H 1.12 -2.17 -2.17
```

Values from the calculation:
- charge = -1
- E_HOMO (eV) = -4.25
- Kohn-Sham gap (eV) = 7.53
- 2S+1 = 1

***

Most stable: *w*. Least stable: *x*.

***

*w*
Molecular formula: C7H13NS
Method: DFT, ωB97M-V/def2-TZVPD

Structure (XYZ):
```
22
Properties=species:S:1:pos:R:3
C 1.01 -1.78 1.60
C -0.04 -1.03 0.79
C 0.07 -0.78 -0.55
C 0.67 -0.36 1.97
C 1.61 0.73 1.44
C -0.17 -0.02 3.14
C -1.37 0.69 -3.95
N 0.02 -0.65 -1.70
S -2.64 2.00 -4.55
H 0.66 -2.64 2.17
H 1.89 -2.10 1.11
H -1.14 -1.37 1.07
H 1.85 1.59 2.17
H 1.11 1.31 0.57
H 2.48 0.31 1.12
H -0.71 0.73 2.71
H 0.56 0.22 3.93
H -0.72 -0.89 3.40
H -1.92 -0.22 -3.57
H -0.73 1.08 -3.14
H -0.83 0.36 -4.86
H -1.64 2.83 -4.88
```

Values from the calculation:
- E_HOMO (eV) = -8.64
- Kohn-Sham gap (eV) = 9.32
- structure (SMILES) = CC1(C)C[C@@H]1C#N.CS
- 2S+1 = 1

***

*x*
Molecular formula: C7H13NS
Method: DFT, ωB97M-V/def2-TZVPD

Structure (XYZ):
```
22
Properties=species:S:1:pos:R:3
C 1.60 0.52 -0.89
C 0.61 0.48 0.02
C -0.47 -0.54 -0.10
C 2.98 1.21 -0.71
C 0.24 1.44 1.10
C -0.18 -1.98 0.08
C -2.94 -0.90 -0.06
N -1.79 -0.01 -0.02
S -2.32 1.52 -0.50
H 1.62 -0.25 -1.76
H 3.40 0.76 0.28
H 2.91 2.35 -0.67
H 3.51 0.93 -1.56
H -0.73 1.15 1.56
H 0.36 2.43 0.94
H 1.05 1.30 1.87
H -0.07 -2.20 1.20
H 0.88 -2.16 -0.45
H -0.79 -2.75 -0.28
H -2.73 -1.91 0.53
H -3.39 -1.12 -1.12
H -3.77 -0.30 0.55
```

Values from the calculation:
- E_HOMO (spin up / spin down) (eV) = -7.35 / -7.34
- Kohn-Sham gap (spin up / spin down) (eV) = 7.08 / 7.07
- structure (SMILES) = C/C=C(C)/C(C)=[N+](/C)[S-]
- 2S+1 = 1

***

Most stable: *w*. Least stable: *x*.

***

*w*
Molecular formula: C5H14N2O
Method: DFT, ωB97M-V/def2-TZVPD

Structure (XYZ):
```
22
Properties=species:S:1:pos:R:3
C -2.36 -0.52 1.47
C -1.61 0.89 1.09
C -0.34 0.81 0.26
C 0.64 -0.13 0.95
N 2.54 -1.10 -1.13
C 1.63 -1.92 -0.43
N 0.74 -1.47 0.37
H -1.98 -0.99 2.37
H -3.49 -0.38 1.80
H -2.16 -1.27 0.70
H -2.34 1.49 0.52
H -1.50 1.44 2.11
H 0.04 1.87 0.22
H -0.56 0.57 -0.80
H 0.24 -0.48 1.94
H 1.58 0.23 1.16
H 2.64 -0.14 -1.06
H 3.35 -1.49 -1.43
H 1.61 -2.93 -0.72
H -0.03 1.35 -3.54
H 0.86 2.15 -2.46
O 0.52 2.02 -3.38
```

Values from the calculation:
- E_HOMO (eV) = -8.96
- Kohn-Sham gap (eV) = 9.65
- structure (SMILES) = CCCC/N=C\N.O
- 2S+1 = 1

***

*x*
Molecular formula: C5H14N2O
Method: DFT, ωB97M-V/def2-TZVPD

Structure (XYZ):
```
22
Properties=species:S:1:pos:R:3
C -0.70 0.80 -0.13
C 0.42 0.21 -0.81
C -0.25 2.26 -1.37
C -0.48 -2.45 -0.25
C 1.21 -1.62 1.26
N 0.39 -1.37 0.11
N -0.60 1.32 1.17
O -0.09 3.39 -0.57
H -0.46 3.19 0.31
H -1.70 0.49 -0.41
H -1.31 0.97 1.80
H 0.33 1.25 1.57
H 1.41 0.57 -0.58
H 0.21 -0.19 -1.80
H -1.18 2.29 -1.95
H 0.58 2.25 -2.07
H 1.91 -2.46 1.10
H 0.63 -1.85 2.18
H 0.10 -3.36 -0.52
H -1.17 -2.74 0.56
H -1.09 -2.20 -1.13
H 1.85 -0.75 1.51
```

Values from the calculation:
- E_HOMO (eV) = -7.06
- Kohn-Sham gap (eV) = 7.87
- 2S+1 = 1

***

Most stable: *w*. Least stable: *x*.

***

*w*
Molecular formula: C5H14N2O
Method: DFT, ωB97M-V/def2-TZVPD

Structure (XYZ):
```
22
Properties=species:S:1:pos:R:3
C -0.81 -0.81 -2.21
N 1.96 0.21 -0.66
O -0.33 -1.19 -0.94
H 2.61 -0.26 -1.30
H 1.39 0.41 -1.48
H -1.89 -1.02 -2.28
H -0.63 0.25 -2.41
H -0.30 -1.40 -2.97
C -1.42 0.78 0.31
C 1.28 1.27 1.53
C -0.42 -0.36 0.46
N -0.92 -1.29 1.43
C 1.04 0.00 0.72
H -0.31 -2.10 1.47
H -1.82 -1.64 1.12
H 1.57 -0.83 1.18
H -1.64 1.25 1.27
H -1.04 1.55 -0.37
H -2.37 0.42 -0.10
H 0.90 2.16 1.02
H 0.80 1.21 2.51
H 2.35 1.40 1.70
```

Values from the calculation:
- E_HOMO (eV) = -8.46
- Kohn-Sham gap (eV) = 9.40
- structure (SMILES) = CO[C@@](C)(N)[C@H](C)N
- 2S+1 = 1

***

*x*
Molecular formula: C5H14N2O
Method: DFT, ωB97M-V/def2-TZVPD

Structure (XYZ):
```
22
Properties=species:S:1:pos:R:3
C -0.38 1.01 0.48
C 1.27 -0.65 -0.66
C 0.80 0.04 0.62
C 0.25 -2.79 -0.46
C -1.65 0.40 -0.08
N 0.09 2.25 -0.41
N -0.54 1.75 1.69
O 0.38 -1.61 -1.22
H -1.49 2.11 1.76
H 0.06 2.65 1.09
H -0.41 2.29 -1.29
H 1.09 2.32 -0.63
H 2.24 -1.13 -0.46
H 1.42 0.08 -1.46
H 1.64 0.59 1.04
H 0.51 -0.70 1.37
H -0.34 -3.48 -1.06
H -0.27 -2.62 0.49
H 1.23 -3.24 -0.25
H -2.41 1.17 -0.22
H -1.47 -0.13 -1.01
H -2.04 -0.31 0.66
```

Values from the calculation:
- E_HOMO (eV) = -8.64
- Kohn-Sham gap (eV) = 9.56
- structure (SMILES) = COCCC(C)(N)N
- 2S+1 = 1

***

*y*
Molecular formula: C5H14N2O
Method: DFT, ωB97M-V/def2-TZVPD

Structure (XYZ):
```
22
Properties=species:S:1:pos:R:3
C -0.31 0.15 -1.81
C -0.85 1.11 -0.76
C -0.52 0.88 0.73
C 0.60 1.41 1.23
C -1.42 -1.32 0.72
N -1.33 -0.05 1.42
N 1.16 0.10 -1.86
H -0.69 -0.87 -1.75
H -0.65 0.39 -2.83
H -0.33 2.07 -0.94
H -1.89 1.44 -0.82
H 1.19 2.11 0.65
H 0.80 1.53 2.29
H -0.47 -1.72 0.33
H -1.98 -1.24 -0.22
H -1.83 -2.08 1.38
H -1.04 -0.10 2.38
H 1.58 0.94 -1.49
H 1.47 -0.67 -1.28
H 1.75 -0.99 1.47
H 2.73 -1.38 0.32
O 2.03 -1.70 0.85
```

Values from the calculation:
- E_HOMO (eV) = -8.52
- Kohn-Sham gap (eV) = 9.35
- structure (SMILES) = C=C(CCN)NC.O
- 2S+1 = 1

***

Most stable: *y*. Least stable: *w*.

***

*w*
Molecular formula: C5H14N2O
Method: DFT, ωB97M-V/def2-TZVPD

Structure (XYZ):
```
22
Properties=species:S:1:pos:R:3
C -0.46 2.10 0.79
O -1.04 1.28 1.79
C -0.50 1.45 -0.58
C 0.53 0.32 -0.70
C -0.10 -1.01 -0.26
C 0.39 -3.15 0.81
N 0.93 -1.91 0.25
N -0.43 2.55 -1.58
H -1.00 3.05 0.80
H 0.60 2.32 0.98
H -0.37 0.69 2.18
H -1.50 1.04 -0.78
H 0.86 0.16 -1.73
H 1.40 0.57 -0.09
H -0.87 -0.80 0.47
H -0.70 -1.58 -1.01
H 1.10 -3.68 1.43
H -0.06 -3.79 0.04
H -0.46 -2.90 1.45
H 1.53 -2.18 -0.51
H 0.27 3.23 -1.26
H -0.11 2.23 -2.48
```

Values from the calculation:
- E_HOMO (eV) = -8.89
- Kohn-Sham gap (eV) = 9.85
- structure (SMILES) = CNCC[C@H](N)CO
- 2S+1 = 1

***

*x*
Molecular formula: C5H14N2O
Method: DFT, ωB97M-V/def2-TZVPD

Structure (XYZ):
```
22
Properties=species:S:1:pos:R:3
C 0.28 -1.86 0.82
C -0.13 -0.74 -0.20
C 0.50 0.65 0.07
C 0.93 1.47 -1.15
C 2.13 1.04 -1.67
N 0.18 2.61 -1.54
N -1.55 -0.69 -0.18
H -0.29 -2.02 1.72
H 0.54 -2.84 0.22
H 1.27 -1.63 1.28
H 0.29 -0.99 -1.23
H -0.27 1.33 0.73
H 1.37 0.67 0.93
H 2.45 1.44 -2.61
H 2.68 0.20 -1.36
H 0.43 3.07 -2.36
H -0.77 2.68 -1.25
H -2.04 0.18 -0.21
H -2.19 -1.46 -0.04
H -1.63 -1.65 2.64
H -1.87 -0.27 2.61
O -2.32 -1.21 2.77
```

Values from the calculation:
- E_HOMO (eV) = -8.14
- Kohn-Sham gap (eV) = 8.93
- structure (SMILES) = C=C(N)C[C@@H](C)N.O
- 2S+1 = 1

***

*y*
Molecular formula: C5H14N2O
Method: DFT, ωB97M-V/def2-TZVPD

Structure (XYZ):
```
22
Properties=species:S:1:pos:R:3
C -0.16 2.03 -1.18
C 0.87 1.79 -0.13
C 0.30 1.25 1.12
C 0.09 -0.20 1.28
C 0.68 -1.14 0.25
N 0.66 -2.55 0.57
N -0.71 -0.59 2.30
H 0.00 2.98 -1.70
H -1.23 2.03 -0.81
H -0.19 1.26 -2.00
H 1.38 2.76 0.03
H 1.58 1.01 -0.50
H 0.93 1.74 1.90
H -0.75 1.52 1.43
H 1.74 -0.95 0.06
H 0.09 -2.95 1.35
H 0.25 -3.06 -0.17
H -1.55 -0.46 -0.12
H -1.19 -1.54 1.93
H -1.46 -1.74 -2.47
H -0.66 -1.29 -1.13
O -0.66 -1.87 -2.01
```

Values from the calculation:
- E_HOMO (eV) = -8.29
- Kohn-Sham gap (eV) = 5.84
- 2S+1 = 1

***

Most stable: *w*. Least stable: *y*.